No. 1
Below is 2 unconnected molecules or ions with the total composition C14H31B2Cl2O4Si2, with properties calculated with ωB97M-V/def2-TZVPD.

total energy: -2402.2489 hartree
M: 412.1 g/mol

Geometry as ORCA input:
```
! wB97M-V def2-TZVPD RIJCOSX def2/J DEFGRID3
* xyz -1 1
C -2.68 1.88 -0.03
B -2.49 0.87 1.19
O -3.61 0.78 2.05
B -1.11 -0.10 1.57
C -0.55 0.53 2.94
Cl -1.04 2.23 3.30
C 0.29 -0.01 3.83
C 0.84 -1.40 3.73
Cl 0.88 0.82 5.26
Si 0.19 0.12 0.09
C -0.47 -0.53 -1.57
C 1.85 -0.82 0.30
C 0.79 1.93 -0.11
Si -1.97 -1.89 1.69
C -2.65 -2.23 3.43
C -3.48 -2.07 0.54
C -0.87 -3.40 1.27
H -1.98 2.71 -0.01
H -2.60 1.39 -1.00
H -3.69 2.32 0.00
H -3.87 1.67 2.28
H 1.89 -1.41 4.02
H 0.33 -2.07 4.42
H 0.75 -1.81 2.73
H -0.05 -1.51 -1.76
H -1.55 -0.60 -1.60
H -0.15 0.10 -2.41
H 1.80 -1.86 -0.02
H 2.26 -0.73 1.31
H 2.57 -0.33 -0.37
H 1.88 1.98 -0.25
H 0.30 2.40 -0.97
H 0.52 2.51 0.77
H -3.29 -1.43 3.77
H -1.85 -2.39 4.14
H -3.21 -3.18 3.38
H -3.35 -1.56 -0.42
H -4.33 -1.60 1.03
H -3.73 -3.12 0.38
H 0.19 -3.17 1.14
H -0.96 -4.19 2.02
H -1.21 -3.85 0.33
C 3.40 3.26 -4.75
C 2.71 2.17 -3.97
C 3.61 1.31 -3.11
O 2.88 0.08 -3.06
C 2.13 -0.01 -4.18
O 1.56 -0.98 -4.54
O 2.15 1.17 -4.85
H 2.72 3.69 -5.49
H 3.73 4.05 -4.08
H 4.27 2.86 -5.29
H 1.89 2.58 -3.38
H 3.75 1.70 -2.10
H 4.58 1.13 -3.57
*
```


No. 2
Below is a molecular structure, C14H31ClN5O11 in a non-equilibrium geometry, with properties calculated with ωB97M-V/def2-TZVPD.

total energy: -2113.2140 hartree
energy above the lowest of the compared OMol25 structures with the same formula, charge and spin: 1137.5 kJ/mol
M: 480.9 g/mol

Geometry as ORCA input:
```
! wB97M-V def2-TZVPD RIJCOSX def2/J DEFGRID3
* xyz -1 1
Cl 0.35 0.18 -0.08
O 1.04 -0.33 -1.19
O 1.29 0.26 1.02
O -0.08 1.47 -0.51
O -0.67 -0.66 0.29
O -1.42 0.17 -4.70
C -0.97 0.24 -3.59
N 0.19 -0.26 -3.21
C -1.91 0.73 -2.52
H 0.13 -0.58 -2.25
H 0.81 -0.78 -3.82
H -1.69 1.78 -2.32
H -1.77 0.15 -1.61
H -3.00 0.71 -2.63
O -2.80 4.83 -1.21
C -1.78 4.12 -1.36
N -1.73 3.28 -2.33
C -0.62 3.99 -0.37
H -0.89 2.74 -2.46
H -2.41 3.25 -3.07
H 0.14 4.75 -0.55
H -0.18 3.01 -0.16
H -1.06 4.09 0.62
O 5.08 -1.61 -1.01
C 3.88 -1.19 -1.21
N 3.36 -0.15 -0.55
C 3.14 -1.93 -2.25
H 3.98 0.37 0.05
H 2.41 0.06 -0.84
H 3.37 -2.97 -2.49
H 3.27 -1.43 -3.21
H 2.10 -2.16 -1.99
O -0.63 1.18 4.43
C -0.43 1.32 3.29
N -0.43 0.27 2.48
C -0.15 2.69 2.64
H -0.35 0.28 1.48
H -0.36 -0.58 3.03
H -1.00 2.90 2.00
H 0.71 2.61 1.98
H 0.01 3.55 3.28
O -3.65 -2.23 -2.81
C -2.99 -1.83 -1.92
N -3.53 -0.95 -1.05
C -1.66 -2.29 -1.56
H -3.06 -0.80 -0.17
H -4.45 -0.56 -1.20
H -1.67 -3.12 -0.85
H -1.14 -1.45 -1.11
H -1.15 -2.69 -2.43
O 3.13 -1.16 4.86
C 2.27 -1.65 4.13
O 2.18 -2.95 4.05
C 0.97 -3.37 3.28
C 0.41 -2.07 2.84
C 1.36 -0.91 3.28
H 0.32 -3.92 3.96
H 1.24 -3.94 2.39
H -0.63 -1.83 3.07
H 0.32 -2.07 1.76
H 0.94 -0.13 3.92
H 1.87 -0.43 2.44
*
```


No. 3
Below is a molecular structure, C14H31KN3O2V in a non-equilibrium geometry, with properties calculated with ωB97M-V/def2-TZVPD.

total energy: -2410.1769 hartree
energy above the lowest of the compared OMol25 structures with the same formula, charge and spin: 0.0 kJ/mol
M: 363.5 g/mol

Geometry as ORCA input:
```
! wB97M-V def2-TZVPD RIJCOSX def2/J DEFGRID3
* xyz 2 1
N 1.84 -0.20 -0.23
C 2.70 -0.38 0.64
O 3.55 -0.55 1.45
K 0.29 0.79 -3.58
V -0.10 0.07 -0.25
N -0.68 -1.40 -1.28
N -0.17 1.58 -1.43
C -0.30 -2.75 -0.77
C 0.64 2.87 -1.38
C 0.99 -3.17 -1.47
C -1.37 -3.82 -1.03
C -0.09 -2.68 0.74
C 0.10 3.86 -2.42
C 0.51 3.47 0.02
C 2.10 2.55 -1.71
H 0.84 -3.25 -2.55
H 1.32 -4.14 -1.09
H 1.78 -2.43 -1.28
H -2.34 -3.52 -0.62
H -1.07 -4.75 -0.53
H -1.49 -4.06 -2.09
H 0.70 -1.97 1.02
H 0.21 -3.67 1.09
H -1.03 -2.40 1.24
H 0.28 3.54 -3.47
H 0.63 4.82 -2.29
H -0.97 4.05 -2.29
H -0.53 3.70 0.25
H 1.09 4.41 0.06
H 0.91 2.79 0.79
H 2.48 1.69 -1.14
H 2.71 3.43 -1.43
H 2.29 2.39 -2.79
C -1.63 1.73 -1.33
H -2.04 0.94 -0.67
H -1.91 2.71 -0.90
H -2.14 1.67 -2.31
C -1.42 -1.41 -2.57
H -2.21 -2.18 -2.56
H -1.98 -0.47 -2.75
H -0.77 -1.66 -3.44
C -1.73 1.02 3.42
C -0.36 0.96 2.76
C 0.66 0.19 3.58
O -0.50 0.40 1.45
H -2.16 0.02 3.50
H -2.41 1.65 2.85
H -1.64 1.44 4.43
H 0.01 1.99 2.65
H 0.40 -0.87 3.62
H 1.67 0.29 3.17
H 0.67 0.58 4.61
*
```


No. 4
Below is 2 unconnected molecules or ions with the total composition C14H31NO5P in a non-equilibrium geometry, with properties calculated with ωB97M-V/def2-TZVPD.

total energy: -1323.9785 hartree
energy above the lowest of the compared OMol25 structures with the same formula, charge and spin: 449.0 kJ/mol
M: 324.4 g/mol

Geometry as ORCA input:
```
! wB97M-V def2-TZVPD RIJCOSX def2/J DEFGRID3
* xyz 1 1
C 0.07 4.41 -2.28
O 0.94 3.67 -3.12
C 0.93 2.29 -2.80
C 1.89 2.01 -1.59
C 1.84 0.55 -1.03
C 0.43 0.05 -0.56
C 0.10 0.32 0.94
C 0.44 1.77 1.45
C 1.89 1.81 2.10
C 2.90 2.86 1.50
C 3.66 3.45 2.76
C 2.50 3.40 3.78
N 1.63 2.52 3.40
H -0.12 5.37 -2.80
H 0.51 4.66 -1.28
H -0.92 3.93 -2.14
H -0.09 1.90 -2.64
H 1.37 1.78 -3.68
H 1.72 2.80 -0.83
H 2.93 2.17 -1.97
H 2.13 -0.12 -1.89
H 2.62 0.39 -0.26
H -0.40 0.38 -1.22
H 0.44 -1.06 -0.67
H 0.59 -0.40 1.62
H -1.00 0.20 1.06
H 0.30 2.57 0.69
H -0.30 2.00 2.26
H 2.37 0.82 2.26
H 2.33 3.74 1.13
H 3.55 2.47 0.69
H 4.10 4.44 2.59
H 4.43 2.71 3.04
H 2.32 3.96 4.71
H 0.85 2.40 4.04
C -0.65 -5.72 -1.41
O -0.96 -4.36 -1.06
P -2.53 -3.75 -1.35
O -2.31 -2.55 -0.45
O -3.18 -5.03 -0.54
C -3.06 -5.09 0.88
O -4.09 -3.27 -1.84
C -5.12 -3.23 -0.87
H 0.33 -5.75 -1.88
H -0.61 -6.32 -0.49
H -1.39 -6.15 -2.08
H -2.31 -4.40 1.26
H -2.78 -6.11 1.16
H -4.03 -4.87 1.33
H -4.78 -2.79 0.07
H -5.53 -4.22 -0.70
H -5.92 -2.60 -1.28
*
```


No. 5
Below is 3 unconnected molecules or ions with the total composition C14H31O7, with properties calculated with ωB97M-V/def2-TZVPD.

total energy: -1078.7257 hartree
M: 311.4 g/mol

Geometry as ORCA input:
```
! wB97M-V def2-TZVPD RIJCOSX def2/J DEFGRID3
* xyz -1 1
C 4.51 -0.35 2.18
C 3.61 0.47 1.27
O 2.93 1.42 2.09
C 2.42 2.55 1.40
C 0.95 2.61 1.70
O 0.35 1.59 0.93
C -0.97 1.26 1.31
C -1.05 0.37 2.54
O -1.00 -0.99 2.16
C 0.36 -1.47 2.18
C 0.66 -2.56 1.14
O -0.28 -3.29 0.74
O 1.86 -2.59 0.81
H 5.47 0.13 2.35
H 4.01 -0.39 3.14
H 4.62 -1.36 1.81
H 4.19 0.96 0.49
H 2.90 -0.21 0.81
H 2.59 2.47 0.33
H 2.91 3.44 1.79
H 0.86 2.35 2.75
H 0.50 3.60 1.53
H -1.55 2.19 1.47
H -1.41 0.72 0.48
H -0.23 0.57 3.23
H -2.01 0.54 3.02
H 0.58 -1.88 3.17
H 1.07 -0.68 2.00
C 1.10 3.23 -2.85
C 0.75 1.75 -2.95
C -0.76 1.53 -2.88
O 1.39 1.02 -1.92
H 0.76 3.63 -1.89
H 2.18 3.37 -2.90
H 0.63 3.81 -3.65
H 1.13 1.35 -3.89
H -1.15 1.89 -1.92
H -0.99 0.47 -2.95
H -1.28 2.06 -3.69
H 1.06 1.36 -1.08
C -3.48 -1.96 -2.02
C -3.80 -3.42 -1.77
C -4.18 -3.66 -0.31
O -2.68 -4.23 -2.11
H -2.64 -1.64 -1.40
H -3.21 -1.80 -3.06
H -4.34 -1.32 -1.79
H -4.62 -3.74 -2.42
H -3.35 -3.39 0.34
H -4.40 -4.71 -0.14
H -5.06 -3.07 -0.03
H -1.94 -3.97 -1.54
*
```


> Which of these has the highest total energy?

C14H31O7


> What is the formula in the first record?

C14H31B2Cl2O4Si2


> The lowest M belongs to which entry?

C14H31O7